No. 1
Computed, not measured: a structure of composition C17H20O2ReSSi2, with ωB97M-V/def2-TZVPD.

Computed properties:
<S²>	3.777
ΔE to the lowest compared entry with this formula, charge and spin	3.3	kcal/mol
E_LUMO (spin up / spin down)	-0.6 / -1.3	eV
orbital gap (spin up / spin down)	7.616 / 7.330	eV
calculated total energy	-1865.74575	a.u.
multiplicity	4

Last column: Löwdin spin population.
Geometry (Å):
Re (-0.518, 0.280, 0.327)  2.53
C (2.629, -0.754, 1.700)  0.01
Si (2.059, 0.192, 0.174)  0.03
C (2.758, -0.664, -1.342)  0.00
C (2.886, 1.900, 0.168)  0.00
C (4.256, 2.129, 0.313)  0.00
C (4.767, 3.415, 0.237)  0.00
C (3.922, 4.494, 0.008)  0.00
C (2.561, 4.288, -0.150)  0.00
C (2.038, 2.996, -0.073)  0.00
Si (0.254, 2.500, -0.274)  0.05
C (-0.442, 3.053, -1.923)  0.01
C (-0.866, 3.105, 1.148)  0.00
H (3.721, -0.792, 1.750)  0.00
H (2.254, -1.777, 1.667)  0.00
H (2.273, -0.289, 2.622)  0.00
H (3.846, -0.574, -1.295)  0.00
H (2.421, -0.165, -2.254)  0.00
H (2.503, -1.724, -1.419)  0.00
H (4.932, 1.299, 0.491)  0.00
H (5.830, 3.583, 0.356)  0.00
H (4.329, 5.495, -0.049)  0.00
H (1.911, 5.136, -0.337)  0.00
H (-0.413, 4.140, -2.026)  0.00
H (-1.480, 2.732, -2.038)  0.00
H (0.142, 2.626, -2.740)  0.00
H (-0.934, 4.194, 1.053)  0.00
H (-0.454, 2.884, 2.134)  0.01
H (-1.891, 2.725, 1.106)  0.00
O (-4.289, -0.928, 1.516)  0.03
C (-3.212, -1.097, 1.001)  0.02
O (-2.329, -0.123, 0.908)  0.10
C (-2.850, -2.425, 0.382)  0.01
C (-3.833, -3.410, 0.515)  0.00
C (-3.668, -4.679, 0.003)  0.01
C (-2.494, -4.993, -0.668)  0.00
C (-1.510, -4.037, -0.813)  0.01
C (-1.664, -2.745, -0.296)  0.02
S (-0.230, -1.742, -0.636)  0.13
H (-4.736, -3.134, 1.040)  0.00
H (-4.448, -5.419, 0.125)  0.00
H (-2.342, -5.982, -1.079)  0.00
H (-0.594, -4.282, -1.335)  0.00

No. 2
Computed, not measured: the molecule C17H20O6, with ωB97M-V/def2-TZVPD.

Computed properties:
SMILES string	COc1c(C)c2c(c(O)c1C/C=C(/C)CCC(=O)O)C(=O)OC2
ΔE to the lowest compared entry with this formula, charge and spin	0.1	kcal/mol
E_LUMO	0.5	eV
orbital gap	9.215	eV
calculated total energy	-1111.27038	a.u.

Last column: Löwdin charge in e.
Geometry (Å):
C (-1.212, -2.124, -0.355)  -0.05
O (-0.281, -2.031, 0.707)  -0.11
C (0.788, -1.196, 0.460)  -0.17
C (2.013, -1.781, 0.089)  -0.14
C (2.161, -3.264, -0.060)  -0.02
C (3.063, -0.913, -0.123)  -0.09
C (2.906, 0.460, 0.028)  -0.03
C (1.704, 1.041, 0.414)  -0.19
O (1.586, 2.370, 0.579)  0.11
C (0.621, 0.181, 0.637)  -0.07
C (-0.696, 0.758, 1.078)  -0.11
C (-1.428, 1.400, -0.070)  -0.05
C (-2.728, 1.661, -0.148)  -0.30
C (-3.296, 2.364, -1.348)  -0.05
C (-3.712, 1.338, 0.945)  -0.13
C (-4.977, 0.616, 0.445)  -0.09
C (-4.604, -0.709, -0.163)  -0.53
O (-4.301, -1.699, 0.447)  0.10
O (-4.625, -0.677, -1.503)  0.11
C (4.182, 1.109, -0.260)  -0.41
O (4.431, 2.290, -0.230)  0.12
O (5.080, 0.151, -0.580)  0.06
C (4.489, -1.142, -0.522)  -0.08
H (-1.476, -1.136, -0.744)  0.09
H (-2.099, -2.599, 0.061)  0.08
H (-0.808, -2.733, -1.173)  0.10
H (3.061, -3.607, 0.446)  0.08
H (1.299, -3.767, 0.368)  0.08
H (2.244, -3.535, -1.113)  0.09
H (2.446, 2.786, 0.391)  0.11
H (-1.291, -0.027, 1.546)  0.12
H (-0.490, 1.531, 1.826)  0.13
H (-0.789, 1.712, -0.886)  0.12
H (-3.944, 3.182, -1.035)  0.09
H (-2.501, 2.769, -1.969)  0.08
H (-3.885, 1.677, -1.955)  0.07
H (-3.242, 0.720, 1.709)  0.11
H (-4.026, 2.273, 1.417)  0.13
H (-5.631, 0.428, 1.298)  0.13
H (-5.502, 1.217, -0.295)  0.12
H (-4.362, -1.536, -1.870)  0.13
H (5.040, -1.744, 0.210)  0.14
H (4.586, -1.614, -1.505)  0.14